Here is a 2-piece molecular cluster, C2H6N3O2 overall from OMol25. Energies are from the ωB97M-V functional and the def2-TZVPD basis.

Element x y z (Å)
O 2.652 0.760 0.788
O 1.707 -1.125 0.088
N -2.697 0.103 -0.067
N -1.648 -0.480 -0.484
N -1.114 -1.564 0.112
C 1.591 0.080 0.120
C 0.553 0.879 -0.360
H 0.447 1.919 -0.043
H 2.441 1.704 0.857
H -1.156 -1.784 1.172
H 0.167 0.445 -1.271
H -2.818 0.684 -0.882
H -0.126 -1.622 -0.031

Calculated values
Charge: -1
Frontier orbital gap: 6.53 eV
Energy relative to the best compared isomer or geometry (same formula, charge and spin): 4.670 eV
Total energy: -10734.5799 eV
HOMO energy: -2.3 eV

***

Here is a 2-piece molecular cluster, C2H6N3O2 overall from OMol25. Energies are from the ωB97M-V functional and the def2-TZVPD basis.

Element x y z (Å)
O 1.880 -0.749 -1.853
O 0.852 -2.672 -2.033
N 1.025 -1.544 -1.722
N -0.117 0.321 0.022
N -1.578 -1.429 -0.568
C -0.454 -0.772 -0.590
C 1.200 0.949 0.181
H 1.929 0.450 0.908
H 1.611 1.215 -0.832
H -2.335 -1.008 -0.169
H -1.832 -2.278 -1.141
H -0.962 0.636 0.595
H 0.955 1.962 0.422

Calculated values
Charge: +1
Frontier orbital gap: 10.33 eV
Energy relative to the best compared isomer or geometry (same formula, charge and spin): 4.215 eV
Total energy: -10724.7293 eV
HOMO energy: -15.5 eV

***

Here is a 2-piece molecular cluster, C2H6N3OS overall from OMol25. Energies are from the ωB97M-V functional and the def2-TZVPD basis.

Element x y z (Å)
S 0.160 -3.080 0.440
O 1.614 -0.358 0.307
N 0.557 0.469 0.496
N -1.814 -0.024 -0.891
N -0.235 0.271 1.464
C 0.284 1.438 -0.412
C -1.116 0.810 -1.297
H -0.407 -2.325 1.278
H -0.163 2.367 -0.048
H 0.079 -0.548 1.983
H 1.078 1.556 -1.141
H -0.933 1.239 -2.423
H 0.897 -1.815 0.244

Calculated values
Charge: -1
Frontier orbital gap (alpha / beta): 6.87 / 6.86 eV
Energy relative to the best compared isomer or geometry (same formula, charge and spin): 1.112 eV
Total energy: -19520.3279 eV
HOMO energy (alpha / beta): -3.0 / -3.0 eV

***

Here is a 2-piece molecular cluster, C2H6N3S2 overall from OMol25. Energies are from the ωB97M-V functional and the def2-TZVPD basis.

Element x y z (Å)
S -2.500 -1.612 0.482
S -2.805 1.575 0.284
N 3.122 0.021 0.927
N 2.753 -0.162 -0.276
N -1.191 0.000 -1.054
C -0.334 0.225 -1.847
C -2.141 -0.001 -0.237
H 0.798 0.394 -1.899
H 2.674 -1.151 -0.739
H -2.933 -1.187 1.693
H 3.367 -0.684 1.637
H 3.353 0.970 1.219
H -4.163 1.610 -0.188

Calculated values
Charge: +1
Frontier orbital gap (alpha / beta): 8.74 / 3.73 eV
Energy relative to the best compared isomer or geometry (same formula, charge and spin): 6.494 eV
Total energy: -28299.1195 eV
HOMO energy (alpha / beta): -13.1 / -10.6 eV

***

Here is a single C2H6N4 molecule from OMol25. Energies are from the ωB97M-V functional and the def2-TZVPD basis.

Element x y z (Å)
N -0.478 -1.458 1.710
N -1.946 0.058 -0.391
N 1.671 0.589 -0.208
N 0.435 0.068 0.052
C -0.737 0.410 -0.693
C 0.477 -0.928 1.105
H 1.571 -1.060 1.213
H 1.715 1.536 -0.015
H -2.533 0.396 -1.163
H -1.406 -1.183 1.285
H -0.567 0.952 -1.631
H 1.797 0.622 -1.264

Calculated values
Frontier orbital gap: 9.88 eV
SMILES: [H]/N=C\N(N)/C=N/[H]
Energy relative to the best compared isomer or geometry (same formula, charge and spin): 2.345 eV
Total energy: -8129.7483 eV
HOMO energy: -9.3 eV

***

Here is C2H6N4 as an isolated structure from OMol25. Energies are from the ωB97M-V functional and the def2-TZVPD basis.

Element x y z (Å)
N 0.524 1.837 0.227
N -0.622 1.329 0.407
N -1.992 -0.342 -0.084
N -0.769 0.223 -0.345
C 1.677 1.420 0.221
C 0.651 -0.955 -0.052
H 0.859 -1.096 1.005
H 2.484 1.907 -0.315
H -2.240 -1.010 -0.798
H 1.519 -0.870 -0.697
H 0.025 -1.754 -0.432
H -2.115 -0.689 0.863

Calculated values
Frontier orbital gap (alpha / beta): 7.90 / 7.90 eV
Energy relative to the best compared isomer or geometry (same formula, charge and spin): 7.087 eV
Total energy: -8125.0062 eV
HOMO energy (alpha / beta): -7.8 / -7.8 eV

***

Here is a single C2H6N4 molecule from OMol25. Energies are from the ωB97M-V functional and the def2-TZVPD basis.

Element x y z (Å)
N 1.650 -0.550 0.234
N 0.919 0.258 -0.510
N -2.486 -0.476 0.362
N -0.504 1.102 0.727
C -0.248 -0.409 -1.052
C -1.415 -0.071 0.048
H -0.633 2.044 0.355
H 1.257 -1.404 0.627
H -0.507 0.052 -2.007
H -0.127 -1.488 -1.169
H 2.473 -0.129 0.642
H -0.377 1.070 1.742

Calculated values
Frontier orbital gap (alpha / beta): 6.79 / 6.87 eV
Energy relative to the best compared isomer or geometry (same formula, charge and spin): 5.601 eV
Total energy: -8126.4915 eV
HOMO energy (alpha / beta): -7.3 / -7.4 eV

***

Here is C2H6N4 as an isolated structure from OMol25. Energies are from the ωB97M-V functional and the def2-TZVPD basis.

Element x y z (Å)
N 1.488 -1.117 -0.075
N 0.291 -0.793 -0.654
N -1.697 -0.165 1.296
N 0.530 1.474 -1.042
C -0.103 0.516 -0.493
C -1.111 0.734 0.664
H 2.047 -1.761 -0.629
H -1.334 1.791 0.832
H -1.491 -1.217 0.667
H 0.089 2.375 -0.862
H -0.641 -1.487 -0.128
H 1.933 -0.351 0.425

Calculated values
Frontier orbital gap: 8.94 eV
Energy relative to the best compared isomer or geometry (same formula, charge and spin): 4.470 eV
Total energy: -8127.6230 eV
HOMO energy: -8.6 eV